Molecular formula: C36H78FI2N2O5P2
Method: DFT, ωB97M-V/def2-TZVPD

XYZ file:
```
126
Properties=species:S:1:pos:R:3:forces:R:3:lowdin_charge:R:1
H 6.006 -3.094 -0.647 -2.4 0.0 1.3 0.121
H -0.749 -4.910 -1.819 1.1 1.9 0.4 0.113
H 5.179 -1.766 3.393 -0.3 0.4 -2.5 0.116
H 10.557 7.360 -1.216 0.0 -0.1 -0.1 0.067
H 10.176 6.427 -2.677 0.0 0.1 0.1 0.076
C 10.824 6.471 -1.796 0.2 0.1 0.0 -0.115
H -4.854 -1.307 -1.359 1.9 1.3 -1.2 0.113
H 8.599 4.707 2.931 0.1 0.0 0.0 0.072
H 10.508 6.616 1.474 -0.1 0.0 0.0 0.100
H 0.367 -4.640 -4.991 -2.2 1.1 0.7 0.094
C -0.707 -4.217 -4.728 -0.6 -1.0 -0.4 -0.138
C 3.875 -4.137 -0.797 0.4 1.0 0.3 -0.202
O -4.836 2.933 -1.795 -3.1 -1.5 0.5 -0.350
C 9.595 5.045 2.629 0.2 0.0 0.2 -0.116
F -2.293 0.014 0.404 0.5 -0.3 -3.8 -0.055
H -1.604 -2.126 -4.607 1.6 -1.3 1.4 0.115
C 5.041 -1.595 2.224 0.5 -0.1 0.1 -0.177
I -3.909 -3.520 -3.216 0.9 0.7 0.3 0.953
C 0.635 -1.877 -4.581 -0.3 -0.1 -1.4 -0.196
H -0.091 -2.279 -6.782 2.3 0.1 1.0 0.086
H -2.357 -0.611 -2.895 -0.3 -0.5 1.2 0.160
H -4.974 -1.503 5.753 0.0 0.0 -0.1 0.071
H 1.678 -5.323 -1.747 -0.7 2.3 -0.9 0.131
C -0.864 -2.687 -2.407 1.7 -0.1 -0.6 -0.385
P -1.303 1.520 -1.831 1.6 2.3 2.9 0.822
H -8.660 -4.243 5.261 -0.1 0.0 0.1 0.065
N -2.686 -0.911 -1.927 -0.1 -1.0 -0.6 -0.155
H 7.294 1.370 -0.234 -0.5 0.5 2.4 0.106
C -7.576 -1.687 4.634 -0.1 -0.1 0.0 -0.234
C 2.545 -3.276 -1.273 -0.6 -0.5 0.2 -0.202
O 0.002 -1.498 -2.089 -2.3 -0.3 1.8 -0.205
H 11.389 5.245 -0.120 -0.1 0.0 0.0 0.100
H -5.935 4.239 -0.369 2.1 -0.4 -1.4 0.126
C -4.141 -0.514 -1.860 -2.9 2.7 0.3 -0.213
H -6.696 -3.504 6.663 0.0 0.1 0.0 0.098
H -5.085 -0.446 4.331 0.0 0.0 0.1 0.072
C -1.774 -0.162 -0.965 2.2 -0.1 1.7 -0.396
H -8.683 0.700 1.458 2.4 -0.9 -0.9 0.106
C 4.932 -3.035 -0.131 -0.3 0.8 -0.3 -0.214
H 4.514 -1.951 -0.401 0.9 -2.2 0.5 0.109
H -6.930 0.593 -3.988 1.5 0.4 2.4 0.135
O -7.520 2.217 -0.843 3.6 -1.0 -1.1 -0.273
H -2.640 4.486 -0.309 -2.2 -0.8 1.0 0.082
C -6.894 1.715 0.390 0.6 0.0 2.3 -0.306
H -1.255 -5.049 -4.070 1.2 2.0 -1.3 0.073
H 0.405 -0.707 -4.546 0.7 -2.7 0.3 0.109
H 11.855 6.597 -2.138 -0.1 0.1 0.0 0.072
H 10.158 5.292 3.535 -0.1 -0.1 -0.1 0.072
H 2.810 -2.323 -1.902 -0.2 -1.9 1.2 0.109
C 4.992 -3.098 1.512 -0.1 0.7 0.4 -0.214
H 5.951 -3.677 1.854 -1.9 1.0 -0.6 0.113
C -7.690 -3.071 6.818 0.0 0.2 0.1 -0.272
H 1.632 -4.215 -3.264 -0.4 0.2 2.2 0.093
H -8.770 -1.263 6.369 0.1 0.0 0.0 0.112
O 5.821 0.620 1.136 1.9 -0.7 0.8 -0.273
H -4.074 0.943 -3.725 -1.4 -1.7 0.9 0.119
H 4.380 -4.718 -1.690 -1.1 1.2 1.8 0.118
C 1.443 -4.211 -2.117 0.6 -0.8 1.2 -0.162
H -7.696 -0.420 0.188 0.0 1.6 2.0 0.083
C -8.753 -4.043 6.333 0.0 -0.2 0.0 -0.114
H 4.049 -0.983 2.085 1.9 -1.3 0.1 0.114
H -6.874 -0.222 -2.290 1.4 1.4 -1.2 0.105
H -6.973 2.602 1.184 0.3 -1.9 -1.7 0.145
C -4.912 4.131 -0.946 1.4 1.9 1.6 -0.250
H 1.611 -2.179 -4.019 -2.0 0.9 -0.8 0.101
H 0.006 -3.763 -0.476 -0.7 -0.2 -2.7 0.092
C -7.612 0.396 1.047 0.3 0.6 -0.7 -0.088
H 6.972 -1.270 0.921 -1.4 1.3 1.4 0.132
H 2.048 -2.883 -0.262 0.9 -0.8 -2.2 0.117
H 4.027 -3.623 1.977 2.1 0.9 -1.2 0.114
C 0.928 -2.188 -6.198 0.4 1.1 0.7 -0.127
H -8.392 -2.237 4.151 0.0 0.0 0.0 0.103
H -5.736 1.471 0.246 -2.4 0.6 0.2 0.105
P -6.404 2.282 -2.178 -3.4 5.2 -3.9 0.760
C 9.270 4.938 -0.484 0.0 -0.1 0.1 -0.233
H -7.661 -0.653 4.278 0.0 -0.1 0.0 0.097
I -2.915 -3.336 0.060 0.2 0.8 -0.7 0.924
O -7.052 3.277 -3.265 2.5 -4.0 4.2 -0.370
H -0.318 -1.693 0.117 -0.2 1.3 -1.8 0.119
H -0.345 1.196 -2.864 -1.1 -0.5 0.1 0.032
C -3.631 4.007 0.122 -0.3 -1.3 -0.5 -0.093
H -6.152 -3.319 4.456 -0.1 0.1 0.0 0.101
C -2.439 -2.435 -1.927 1.0 -1.2 0.1 -0.944
H 7.869 1.357 1.592 -1.8 0.2 -1.2 0.094
H -0.587 2.030 0.162 0.0 0.9 -1.0 -0.005
C -6.302 0.550 -2.975 0.5 -0.9 -0.3 -0.199
H -7.056 -1.025 6.625 -0.1 0.0 -0.1 0.102
H -4.844 -0.766 -4.132 0.5 1.4 1.6 0.073
C -6.243 -2.269 4.160 -0.1 0.1 -0.1 -0.280
C 6.946 1.541 0.892 0.7 0.4 -0.9 -0.136
H 6.957 -0.417 2.658 -1.1 -0.6 -2.1 0.129
H -1.309 -4.186 -5.744 1.3 -0.1 2.1 0.095
H 1.646 -3.103 -6.332 -1.7 1.6 0.1 0.082
H 6.634 2.679 1.031 0.3 -2.6 -0.3 0.103
C 8.690 6.005 0.451 0.0 0.1 -0.1 -0.229
H 8.582 6.949 -0.094 0.0 -0.1 0.0 0.101
C -0.717 -2.725 -4.076 0.5 0.4 -0.7 -0.290
H 3.614 -4.885 0.075 0.2 1.3 -2.0 0.112
H -6.231 -2.258 3.062 0.0 -0.1 0.0 0.089
C -0.118 -3.934 -1.653 0.3 -0.6 0.1 -0.174
H -3.904 4.366 1.203 0.6 -0.4 -2.2 0.087
H -6.892 0.015 1.917 -1.8 0.8 -1.9 0.084
C -5.038 -1.488 4.662 0.2 -0.1 0.0 -0.112
H 9.242 3.961 0.014 0.0 0.1 0.0 0.090
H -4.115 -1.927 4.270 0.0 0.1 0.1 0.065
C 6.304 -0.673 1.695 0.1 -0.1 1.0 -0.218
N -0.595 2.520 -0.770 -1.1 -2.4 -0.4 -0.291
H 10.108 4.214 2.137 -0.1 0.0 0.1 0.065
C 10.698 5.202 -0.969 -0.1 -0.2 0.0 -0.273
C -7.785 -1.694 6.153 0.1 0.1 0.1 -0.224
H -4.714 5.105 -1.586 -0.8 -2.2 1.0 0.143
C -4.741 0.059 -3.315 -0.8 -0.5 0.7 -0.189
H 1.534 -1.233 -6.580 -1.4 -2.2 0.6 0.093
H 9.021 7.076 2.282 0.1 -0.1 -0.1 0.107
H 11.019 4.352 -1.583 0.0 0.1 0.1 0.105
H 0.501 -0.084 -0.568 -1.8 -1.9 -0.4 0.162
C 9.502 6.263 1.723 -0.2 0.1 0.0 -0.272
H 8.610 4.848 -1.356 0.1 0.0 0.0 0.108
H 7.673 5.704 0.733 0.1 0.0 0.0 0.104
H -7.802 -2.942 7.901 0.1 0.0 -0.1 0.108
H -8.658 -4.998 6.858 -0.1 0.1 -0.1 0.073
C -0.304 -0.940 -0.778 -0.1 1.1 -0.3 -0.121
H -4.240 0.450 -1.158 0.6 -2.1 -1.4 0.125
H -3.405 2.837 0.184 -0.5 2.5 0.1 0.054
H -9.756 -3.649 6.524 0.1 -0.1 -0.1 0.079
H -2.459 2.099 -2.465 0.3 -0.7 0.0 0.008
```
Positions in Å, forces in eV/Å.

E_HOMO = -11.268 eV
LUMO = -4.2 eV
charge = +1

=====

Molecular formula: C36H78N2O8
Method: DFT, ωB97M-V/def2-TZVPD

XYZ file:
```
124
Properties=species:S:1:pos:R:3:forces:R:3:lowdin_charge:R:1
H 1.656 -4.677 0.255 0.2 0.1 0.1 0.057
H 2.364 -3.384 -1.976 0.2 0.1 0.3 0.113
H -0.031 -2.029 3.357 0.0 0.3 0.1 0.070
H -3.469 -1.931 4.751 0.0 -0.5 0.1 0.068
H 0.929 -2.420 -1.630 0.0 -0.1 -0.4 0.093
H 6.118 2.152 1.684 0.0 0.0 0.0 0.071
H -4.198 0.557 -2.784 0.1 -0.2 0.0 0.062
H 4.786 1.394 3.342 -0.6 0.2 0.1 0.104
H -2.617 4.057 4.418 0.1 0.0 0.0 0.093
C 1.431 1.402 -2.328 -0.2 -0.8 0.2 -0.011
C 3.003 -0.640 3.470 -0.5 -0.1 0.3 -0.264
H 5.513 -1.285 1.354 -0.1 0.0 -0.1 0.097
O -0.960 -0.667 -0.729 0.3 -0.3 -0.2 0.084
H -0.495 -1.291 -6.050 -0.1 0.3 -0.2 0.086
H 0.322 -3.505 0.311 0.0 0.0 0.2 0.078
H -1.192 1.098 5.918 0.1 0.1 -0.1 0.087
H -1.866 -2.296 -5.785 -0.2 0.1 0.2 0.064
H -0.793 -4.433 -5.452 0.0 0.3 0.1 0.061
H -2.341 0.437 4.769 -0.2 0.0 0.3 0.070
C -0.738 -4.646 -4.381 0.8 -0.7 -0.5 -0.089
H 1.960 2.764 2.151 -0.2 0.0 0.2 0.059
H 0.946 1.459 0.633 -0.3 0.2 0.6 0.065
C -5.224 0.259 -2.581 -0.2 0.7 -0.2 -0.018
H 0.442 6.303 2.069 0.4 -0.2 0.4 0.095
H 0.318 -2.869 -3.766 0.0 0.0 0.3 0.092
C -2.140 5.302 -1.410 -0.3 -0.8 0.6 -0.019
C -1.707 1.457 -0.024 -0.2 -0.4 0.0 0.003
O -2.713 3.400 -2.697 -0.1 -0.7 0.0 0.072
C 0.803 -5.769 -2.045 0.3 0.4 -0.7 -0.243
H -0.144 4.876 3.003 0.0 0.1 0.1 0.071
C -3.506 -2.037 3.670 -0.2 0.8 -0.5 -0.026
C 2.192 -6.252 -2.509 -0.5 0.3 0.5 -0.075
H -0.554 1.094 -4.528 0.0 0.2 0.0 0.077
H 0.049 -6.359 -2.563 -0.1 0.0 0.2 0.094
H 3.528 -0.067 5.502 0.0 -0.1 -0.1 0.078
H 4.136 1.946 -0.669 0.0 0.2 -0.1 0.065
O -4.257 -0.991 -0.846 -0.2 0.3 0.4 0.086
C 0.447 -3.948 -3.707 -0.5 -0.5 0.0 -0.257
C 0.018 5.293 2.013 0.0 0.6 -0.4 -0.018
C 4.572 -1.546 1.839 0.2 0.0 0.4 -0.243
C 4.558 0.850 2.421 0.7 0.2 0.8 -0.253
C 4.789 -2.915 2.499 -0.2 0.3 -0.8 -0.079
H 6.645 0.478 2.044 0.1 0.3 0.3 0.080
C 3.909 1.756 -1.725 -0.2 0.3 0.8 -0.009
H 5.577 -2.816 3.242 -0.2 -0.1 0.2 0.074
C 2.128 3.811 1.911 0.3 0.9 0.1 -0.016
H -2.834 1.827 5.792 -0.1 -0.2 0.1 0.080
H -5.826 1.172 -2.540 -0.1 -0.1 0.2 0.083
C -0.717 0.312 -0.077 -0.3 0.2 0.0 -0.508
N 4.305 -0.522 2.847 0.5 -0.3 -0.1 -0.183
H -2.346 3.694 2.704 -0.1 -0.1 -0.1 0.064
H 0.260 0.169 1.773 0.1 0.6 0.2 0.072
H -2.138 1.488 0.981 0.1 0.1 0.1 0.079
H 2.791 -1.660 3.801 0.5 -0.1 -0.1 0.105
C -2.805 4.591 -2.565 0.6 0.6 -0.1 -0.498
H 2.177 -0.453 2.762 0.2 0.4 -0.1 0.094
H 3.019 1.292 4.528 -0.1 0.0 -0.1 0.055
C 1.351 -3.424 -1.544 0.1 0.0 0.1 -0.255
H -2.135 -0.693 -6.471 0.1 0.4 0.2 0.077
H -7.127 -0.218 -0.258 -0.2 0.0 -0.2 0.079
H 1.605 1.598 -3.387 0.2 0.4 0.1 0.091
C 2.842 0.232 4.707 -0.1 0.2 0.1 -0.082
C -2.158 -2.158 2.984 0.4 0.0 0.2 -0.501
C -2.611 3.262 3.665 0.2 0.1 0.2 -0.022
C -0.945 -2.298 3.882 -0.3 -0.3 -0.3 -0.011
H 3.012 3.882 1.276 -0.1 -0.1 -0.1 0.086
C -6.639 -1.012 -0.823 0.0 -0.2 -0.1 -0.026
H -0.510 -5.717 -4.362 -0.3 -0.1 0.0 0.054
C 1.346 -3.671 -0.033 -0.2 -0.1 -0.5 -0.069
H -1.132 -1.739 4.797 0.4 0.0 0.1 0.064
H -5.620 -0.327 -3.414 0.1 -0.1 0.0 0.089
H 2.320 4.415 2.800 0.1 -0.4 0.2 0.086
C -2.012 1.362 5.255 0.1 -0.2 -0.4 -0.005
H 0.658 -5.905 -0.976 0.0 -0.3 0.0 0.095
H 3.800 -1.548 1.059 -0.1 -0.2 -0.1 0.100
O 0.738 4.215 0.026 0.1 0.1 0.1 0.043
H 2.004 -2.942 0.433 0.0 0.0 0.1 0.048
H -0.845 -3.361 4.127 -0.1 0.0 0.2 0.093
H 0.673 0.619 -2.301 0.0 0.1 0.2 0.063
H -7.241 -1.320 -1.682 -0.2 0.4 0.0 0.077
C 5.846 1.101 1.635 -0.2 -1.0 -0.6 -0.093
H -0.907 5.499 1.473 -0.1 -0.6 0.0 0.070
H 5.805 0.786 0.587 -0.2 0.2 0.0 0.056
H 1.378 -4.178 -4.250 0.0 0.0 -0.2 0.104
O -0.536 2.088 3.525 0.4 0.0 -0.2 0.065
H 2.234 -7.340 -2.460 0.2 0.0 0.0 0.066
H -1.705 -4.482 -3.915 0.1 0.3 0.2 0.078
C 2.697 0.848 -1.710 0.4 0.1 -1.2 -0.485
H -1.226 2.409 -0.247 0.0 0.1 0.0 0.057
H -2.712 6.168 -1.084 0.2 0.2 -0.1 0.080
H 3.657 1.283 1.968 0.1 0.2 -0.3 0.096
H -4.173 -2.813 3.302 0.0 -0.1 0.3 0.086
H 2.959 -5.809 -1.872 0.2 -0.2 -0.1 0.063
C 0.948 4.424 1.205 -0.4 -0.5 -0.5 -0.479
C -1.456 0.702 -4.065 -0.8 0.3 -0.1 -0.033
N 0.545 -4.359 -2.318 -0.5 0.5 0.6 -0.188
H -2.787 6.034 -4.156 0.0 0.4 0.5 0.090
H 5.135 -3.630 1.749 -0.1 0.0 0.0 0.071
H -4.295 6.029 -3.154 0.1 0.2 0.0 0.083
C -5.279 -0.561 -1.322 0.4 -1.0 -0.2 -0.496
H 4.804 1.295 -2.134 -0.2 -0.2 -0.2 0.087
H -2.504 1.221 -0.726 0.0 0.2 0.0 0.066
H 1.085 2.293 -1.803 0.0 0.2 -0.2 0.079
H 2.362 -5.912 -3.530 0.1 -0.2 -0.1 0.058
C -1.601 -0.779 -4.302 -0.8 0.1 -0.2 -0.495
H -1.089 5.519 -1.603 -0.1 0.3 -0.3 0.087
H 1.308 -0.221 0.423 -0.4 -0.2 0.0 0.063
H -2.328 1.168 -4.543 0.3 0.0 -0.4 0.086
H 3.861 -3.298 2.918 0.1 -0.1 0.2 0.056
H -3.626 2.864 3.679 0.0 -0.1 -0.2 0.086
C 0.521 0.462 0.754 0.7 -0.6 -0.4 -0.018
C -1.547 -1.254 -5.746 0.6 -0.7 0.0 -0.024
H 1.820 0.151 5.083 0.0 -0.1 0.0 0.062
H 3.689 2.704 -2.211 0.1 0.0 0.0 0.076
H -1.595 1.025 -3.034 0.5 -0.4 0.1 0.056
H -2.086 4.578 -0.593 -0.1 0.1 0.0 0.059
C -3.501 5.428 -3.592 -0.3 -0.3 -0.9 -0.025
C -1.590 2.224 4.089 -0.5 0.3 0.3 -0.494
H -6.569 -1.898 -0.194 0.4 0.2 0.2 0.078
O -2.065 -2.124 1.786 0.0 0.0 0.0 0.089
O 2.784 -0.293 -1.329 0.0 -0.2 0.3 0.061
H -3.920 4.773 -4.360 -0.2 -0.1 0.3 0.082
O -1.868 -1.561 -3.429 0.1 -0.1 0.2 0.085
H -3.927 -1.093 3.302 -0.1 -0.1 -0.1 0.083
```
Positions in Å, forces in eV/Å.

E_HOMO = -6.933 eV
LUMO = 0.4 eV
ΔE to the lowest compared entry with this formula, charge and spin = 0.0000 eV
SMILES = CCN(CC)CC.CCN(CC)CC.CC(C)=O.CC(C)=O.CC(C)=O.CC(C)=O.CC(C)=O.CC(C)=O.CC(C)=O.CC(C)=O

=====

These records have maximum force values of 0.143; 0.024 hartree/bohr, in the order they appear.